Record 1
Density functional theory data (wB97M-V/def2-TZVPD) for 9 unconnected molecules or ions with the total composition C52H131N9O17 in a non-equilibrium geometry.

For the LUMO energy, the calculation gives 0.38 eV. The value obtained for the frontier orbital gap is 8.26 eV. As for the SMILES: COC[C@H](C)N.COCCNCCOC.COCCNCCOC.COCCNCCOC.COCCNCCOC.COCCNCCOC.COCCNCCOC.COCCNCCOC.COCCNCCOC.

XYZ file:
```
209
C52H131N9O17 (wB97M-V/def2-TZVPD)
C -4.1023 2.6740 -3.1786
O -4.1564 3.3126 -1.9614
C -3.1152 2.9327 -1.0733
C -3.3633 3.5558 0.2131
C -2.0735 3.7266 1.0216
N -4.2018 2.7580 1.0216
H -3.1860 2.9286 -3.7113
H -4.9621 3.0597 -3.7264
H -4.1171 1.5865 -3.1064
H -2.9772 1.8562 -0.9720
H -2.1762 3.2813 -1.5031
H -3.8279 4.5294 0.0572
H -1.8370 2.7953 1.5363
H -2.0416 4.4688 1.8193
H -1.2923 3.8850 0.2782
H -4.8019 2.2351 0.3999
H -3.7141 1.9715 1.4260
C 10.0053 -2.4246 -0.6668
O 8.8777 -1.8036 -1.2912
C 7.8305 -2.6693 -1.7890
C 6.4547 -1.9933 -2.1098
N 5.7454 -1.3223 -1.0525
C 4.4046 -0.8081 -1.2162
C 3.4211 -2.0231 -1.4223
O 3.3609 -2.4865 -2.7742
C 2.2632 -3.4275 -2.8784
H 10.4267 -3.3369 -1.0891
H 9.5604 -2.7161 0.2846
H 10.8159 -1.7235 -0.4682
H 7.7019 -3.3327 -0.9338
H 8.2212 -3.2461 -2.6273
H 5.7751 -2.7567 -2.4887
H 6.6153 -1.2272 -2.8683
H 6.2718 -0.6019 -0.5793
H 4.3499 -0.2699 -2.1625
H 3.9792 -0.2321 -0.3944
H 2.4701 -1.5737 -1.1363
H 3.6102 -2.8353 -0.7204
H 2.1693 -4.0628 -1.9977
H 2.4000 -3.9629 -3.8180
H 1.3277 -2.8711 -2.9362
C 5.5996 3.7834 -3.9850
O 6.4781 4.1182 -2.9001
C 7.3378 5.2118 -3.2872
C 8.4741 5.4681 -2.2383
N 7.8444 5.9628 -1.0040
C 7.5022 4.9085 -0.0735
C 6.8432 5.4390 1.2249
O 7.8172 6.2125 2.0371
C 7.5068 6.2820 3.4506
H 5.1281 2.8279 -3.7551
H 6.2254 3.5887 -4.8560
H 4.9480 4.6160 -4.2499
H 6.6807 6.0804 -3.3286
H 7.6758 5.1679 -4.3225
H 9.2073 6.2010 -2.5750
H 9.0006 4.5337 -2.0442
H 8.3328 6.6977 -0.5125
H 8.3858 4.4730 0.3931
H 6.8898 4.1105 -0.4934
H 6.2974 4.6779 1.7823
H 6.1467 6.2252 0.9337
H 8.3897 6.6852 3.9467
H 7.3862 5.2479 3.7732
H 6.5741 6.8379 3.5457
C 5.4338 -3.0852 -6.3016
O 5.3832 -1.7843 -6.8360
C 5.1143 -0.8770 -5.7401
C 4.3932 0.3965 -6.1782
N 3.2406 0.1090 -7.1408
C 2.6436 1.2162 -7.8439
C 1.4513 2.0164 -7.0852
O 1.2257 3.2097 -7.8472
C 0.0564 3.9913 -7.3950
H 5.7481 -3.2358 -5.2688
H 6.0028 -3.7519 -6.9496
H 4.4741 -3.5979 -6.2375
H 5.9784 -0.7259 -5.0931
H 4.4254 -1.3560 -5.0443
H 5.0347 1.1740 -6.5930
H 3.9598 0.7957 -5.2611
H 3.5651 -0.5282 -7.8542
H 2.1752 0.7851 -8.7287
H 3.5423 1.8055 -8.0258
H 1.8945 2.3595 -6.1504
H 0.5261 1.4509 -6.9744
H 0.1460 4.9872 -7.8287
H -0.0254 4.1149 -6.3151
H -0.8841 3.5975 -7.7803
C -3.4420 8.0154 7.8710
O -3.3194 7.1458 6.7726
C -3.1018 5.8136 7.2262
C -3.0727 4.9970 5.9629
N -4.4489 4.7296 5.4465
C -5.1614 3.5056 5.9981
C -4.5150 2.1249 5.6070
O -3.3305 1.9178 6.3359
C -2.6490 0.7135 6.0097
H -4.0873 7.5159 8.5938
H -3.9913 8.9370 7.6786
H -2.4562 8.2058 8.2952
H -3.8800 5.4101 7.8740
H -2.1831 5.5924 7.7694
H -2.4943 4.0803 6.0780
H -2.4460 5.6258 5.3304
H -4.9840 5.5777 5.3262
H -6.1636 3.4271 5.5766
H -5.2486 3.6671 7.0725
H -4.5102 2.1372 4.5170
H -5.1844 1.3144 5.8952
H -3.1687 -0.1635 6.3955
H -1.6933 0.6625 6.5314
H -2.5781 0.5472 4.9349
C -7.3916 2.2002 -0.1453
O -6.2573 1.3015 0.0833
C -6.5560 -0.0859 0.0363
C -7.0512 -0.6127 -1.3308
N -6.0702 -0.5200 -2.4840
C -5.8456 -1.8789 -2.9560
C -4.5924 -2.0193 -3.8690
O -3.4996 -1.8495 -2.9266
C -2.2252 -1.7734 -3.5187
H -8.0610 1.9919 -0.9800
H -7.0689 3.2357 -0.2535
H -8.0420 2.1189 0.7256
H -7.3046 -0.4558 0.7369
H -5.7254 -0.7521 0.2696
H -7.9852 -0.1295 -1.6174
H -7.4045 -1.6306 -1.1658
H -5.1382 -0.3739 -2.1231
H -6.6690 -2.1358 -3.6224
H -5.6245 -2.4342 -2.0445
H -4.4531 -1.1706 -4.5387
H -4.6681 -2.9016 -4.5046
H -1.5194 -1.5790 -2.7111
H -2.0378 -0.9891 -4.2520
H -1.9273 -2.7042 -4.0013
C 2.4554 1.7469 -2.9809
O 1.4596 1.7213 -1.9361
C 0.6149 0.5548 -1.9799
C -0.1287 0.5066 -0.6612
N 0.9493 0.1445 0.3510
C 0.6569 0.1891 1.8294
C -0.6111 -0.4740 2.3289
O -1.8408 0.0699 1.7600
C -2.9787 -0.7074 2.0341
H 2.2400 2.3844 -3.8383
H 2.4773 0.8402 -3.5855
H 3.4605 1.9100 -2.5919
H 1.2034 -0.3004 -2.3121
H -0.1719 0.6800 -2.7238
H -0.9816 -0.1602 -0.5341
H -0.4336 1.4977 -0.3254
H 1.6457 0.7557 -0.0508
H 0.8190 1.2126 2.1674
H 1.4715 -0.3225 2.3421
H -0.7312 -0.2350 3.3856
H -0.5673 -1.5551 2.1976
H -3.1556 -1.2115 2.9842
H -2.9306 -1.5405 1.3329
H -3.9277 -0.3228 1.6603
C 1.8604 -7.5955 -0.3698
O 0.7792 -7.3372 0.5158
C -0.3810 -8.1156 0.2094
C -1.4075 -8.1884 1.3400
N -1.8829 -6.8991 1.9856
C -2.8037 -6.0972 1.1430
C -2.5693 -4.5365 1.3968
O -1.1574 -4.1434 1.3149
C -0.7441 -3.9655 -0.0738
H 2.1686 -8.5734 -0.7398
H 2.6986 -7.0159 0.0169
H 1.7030 -7.0695 -1.3114
H -0.1188 -9.1641 0.0676
H -0.8624 -7.9001 -0.7444
H -1.0441 -8.8052 2.1620
H -2.2370 -8.7566 0.9193
H -1.0540 -6.3512 2.1668
H -3.8174 -6.4177 1.3831
H -2.6454 -6.4464 0.1227
H -2.7913 -4.2127 2.4136
H -3.1945 -3.8622 0.8115
H -0.5616 -4.9412 -0.5243
H 0.2357 -3.4881 -0.0805
H -1.4674 -3.4153 -0.6757
C -6.0597 -3.8352 2.0572
O -5.2800 -2.8699 2.8017
C -5.9043 -2.7194 4.0670
C -4.9322 -1.9686 5.1103
N -3.5521 -2.4349 5.0992
C -3.2361 -3.7936 5.5363
C -1.8669 -4.3198 5.1816
O -0.8599 -3.9117 6.0994
C -0.3636 -2.5739 5.8491
H -6.1243 -4.7881 2.5825
H -5.5667 -4.0670 1.1131
H -7.0328 -3.3940 1.8412
H -6.0274 -3.7396 4.4306
H -6.9232 -2.3920 3.8601
H -5.3396 -1.9538 6.1212
H -4.8727 -0.9035 4.8865
H -3.0818 -2.4217 4.2055
H -3.9310 -4.5136 5.1040
H -3.3411 -3.8178 6.6210
H -1.6276 -4.0841 4.1446
H -1.9758 -5.4006 5.2721
H -0.0100 -2.5960 4.8182
H 0.3574 -2.3156 6.6247
H -1.2108 -1.8989 5.9707
```

Atom charges from the Löwdin analysis, given in e for atoms 1 to 8: number 1, C, carries -0.130; number 2, O, carries -0.163; number 3, C, carries -0.225; number 4, C, carries -0.456; number 5, C, carries -0.038; number 6, N, carries 0.063; number 7, H, carries 0.082; number 8, H, carries 0.096

Record 2
Density functional theory data (wB97M-V/def2-TZVPD) for a molecular structure, C52H132BN12O20Zn in a non-equilibrium geometry.

For the LUMO energy, the calculation gives -3.55 eV. The value obtained for the frontier orbital gap is 6.39 eV. The charge is +1.

XYZ file:
```
218
C52H132BN12O20Zn (wB97M-V/def2-TZVPD)
Zn 11.2924 11.9006 14.1075
O 16.7463 16.9233 17.9209
C 15.8661 16.0944 17.8146
O 16.0355 14.8757 17.3661
B 14.7545 14.1562 17.5016
O 13.8812 15.0809 18.3384
C 14.4808 16.2595 18.4226
O 14.0518 17.3175 18.9634
O 14.8696 12.9031 18.2101
C 14.1932 11.9870 17.4799
O 14.0654 10.7828 17.8666
C 13.6832 12.6111 16.2010
O 14.1073 13.8747 16.2370
O 13.0693 12.1348 15.2414
C 16.8642 11.6574 14.8478
C 17.3429 10.5490 15.7930
C 18.2726 10.8538 16.9857
O 18.4834 9.6716 17.7459
C 19.7150 9.6762 18.5038
N 16.2082 9.7190 16.1371
H 15.9926 11.3792 14.2554
H 17.6794 11.8864 14.1615
H 16.6842 12.5706 15.4151
H 17.9551 9.8303 15.2483
H 17.8870 11.6148 17.6641
H 19.2455 11.1714 16.6106
H 19.7066 8.9426 19.3099
H 19.7455 10.6057 19.0723
H 20.6494 9.6375 17.9439
H 16.5760 9.0462 16.7945
H 15.5044 10.2042 16.6750
C 13.9635 8.8666 13.8294
C 13.3189 9.9426 12.9986
C 13.4988 9.7342 11.4804
O 13.0020 10.9392 10.8838
C 13.1989 11.0423 9.4999
N 11.8902 10.0693 13.3248
H 13.7801 7.8481 13.4872
H 13.6605 8.9595 14.8723
H 15.0430 9.0038 13.8926
H 13.7977 10.9094 13.1541
H 12.9619 8.8548 11.1246
H 14.5505 9.5187 11.2922
H 13.3816 12.0601 9.1550
H 12.3583 10.6444 8.9315
H 14.0928 10.5451 9.1233
H 11.4678 9.9438 12.4160
H 11.5660 9.1534 13.6008
C 16.0841 21.5430 21.3877
C 15.3016 20.8148 20.3513
C 15.9943 20.7840 18.9368
O 15.1868 20.1420 17.9484
C 13.8251 20.6250 17.7435
N 15.2464 19.4392 20.8969
H 16.4437 22.5091 21.0335
H 17.0454 21.0444 21.5124
H 15.5020 21.6415 22.3040
H 14.2695 21.1627 20.3091
H 16.9315 20.2391 19.0502
H 16.2766 21.7763 18.5851
H 13.2167 20.1775 18.5294
H 13.5586 20.1500 16.7993
H 13.7794 21.7140 17.7394
H 14.7618 18.8438 20.2406
H 14.6187 19.4904 21.6865
C 9.1251 14.3870 16.5892
C 10.1092 13.2967 16.2381
C 9.6226 11.8213 16.3800
O 10.6049 10.9826 15.7802
C 10.5089 9.6157 16.2086
N 10.5253 13.6694 14.9174
H 9.6096 15.3398 16.3758
H 8.8666 14.3044 17.6449
H 8.3024 14.3108 15.8782
H 10.9936 13.4513 16.8561
H 8.6845 11.5683 15.8858
H 9.4685 11.5133 17.4142
H 10.6150 9.4982 17.2870
H 11.3211 8.9728 15.8695
H 9.5207 9.2060 15.9992
H 11.2022 14.3645 15.1980
H 9.7501 14.2319 14.5967
C 9.3281 13.2833 23.5538
C 10.6708 12.7524 24.0228
C 11.7858 13.1878 23.0966
O 11.6109 12.7518 21.7336
C 12.3298 13.5254 20.7626
N 10.9387 13.2405 25.3534
H 8.9787 12.7749 22.6552
H 9.3998 14.3103 23.1958
H 8.5409 13.3208 24.3068
H 10.5897 11.6658 23.9952
H 12.7816 12.9085 23.4408
H 11.8841 14.2700 23.0109
H 12.0585 13.1204 19.7876
H 13.3964 13.3581 20.9126
H 12.0873 14.5854 20.6870
H 11.8864 13.0730 25.6597
H 10.4076 12.7699 26.0722
C 10.9558 17.9010 16.8676
C 11.6488 17.1618 15.6742
C 12.9031 17.7906 15.1594
O 13.5393 16.9372 14.2083
C 14.6983 17.5387 13.7383
N 11.9951 15.8463 16.0624
H 10.1446 17.2778 17.2440
H 10.4596 18.7966 16.4937
H 11.6560 18.0204 17.6945
H 10.9177 17.0323 14.8762
H 13.5573 17.9167 16.0221
H 12.7382 18.7873 14.7502
H 15.2126 16.7896 13.1363
H 15.4199 17.9029 14.4696
H 14.5236 18.2463 12.9278
H 12.3718 15.8789 16.9989
H 12.8467 15.7240 15.5334
C 8.2974 18.9135 23.5051
C 8.3101 17.5663 22.7881
C 9.6145 17.2592 22.1247
O 9.7944 18.2816 21.1112
C 11.0441 18.2171 20.4257
N 7.9819 16.4566 23.6750
H 7.4332 19.0705 24.1504
H 8.3270 19.7379 22.7927
H 9.1875 19.1332 24.0947
H 7.4628 17.5800 22.1024
H 9.7296 16.2104 21.8510
H 10.3471 17.4390 22.9115
H 11.1018 19.0165 19.6870
H 11.3326 17.2332 20.0556
H 11.8238 18.5575 21.1071
H 7.0820 16.5829 24.1159
H 7.8526 15.5920 23.1692
C 14.4382 13.6491 12.5158
C 12.9430 14.0021 12.2549
C 12.7408 14.5999 10.8802
O 11.2876 14.7505 10.7235
C 10.9260 15.2373 9.4256
N 12.0564 12.8492 12.4200
H 14.5704 13.3781 13.5632
H 15.0737 14.5236 12.3765
H 14.8487 12.8932 11.8463
H 12.6199 14.7315 12.9977
H 13.3793 14.0662 10.1762
H 13.0865 15.6331 10.8457
H 9.8441 15.1242 9.4946
H 11.3715 14.5668 8.6907
H 11.1147 16.2891 9.2107
H 11.3518 13.3207 11.8712
H 12.4775 12.2906 11.6915
C 12.7324 8.0365 21.4193
C 12.9346 9.5334 21.4559
C 14.3974 9.9757 21.3584
O 15.1434 9.3241 22.3442
C 16.5656 9.4296 22.2011
N 12.2172 10.1533 20.3267
H 11.6518 7.9532 21.5354
H 13.2677 7.5030 22.2047
H 13.0310 7.5285 20.5023
H 12.6229 9.8991 22.4342
H 14.4488 11.0616 21.4380
H 14.7600 9.8551 20.3376
H 17.0324 9.1306 23.1396
H 16.9029 10.4460 21.9978
H 16.8252 8.7326 21.4042
H 12.7747 10.2622 19.4915
H 11.9465 11.1006 20.5491
C 18.8208 15.6202 13.5748
C 19.9836 14.7973 14.1515
C 19.8194 14.2339 15.5744
O 19.9278 15.3033 16.4430
C 19.6910 14.9463 17.8035
N 20.4074 13.8035 13.1682
H 17.9957 14.9463 13.3443
H 19.0454 16.2437 12.7094
H 18.4126 16.3488 14.2752
H 20.8658 15.4335 14.2236
H 20.6593 13.5498 15.6962
H 18.8772 13.6859 15.5756
H 18.6507 14.7491 18.0623
H 20.0628 15.8077 18.3583
H 20.2490 14.1249 18.2531
H 20.5943 14.2932 12.3049
H 21.2460 13.2820 13.3803
C 18.0774 17.2958 23.3653
C 18.2770 17.0848 21.8381
C 17.4319 16.0108 21.1239
O 17.5093 14.6802 21.7254
C 16.8985 13.6223 20.9766
N 18.1521 18.3257 21.0538
H 18.5461 16.4612 23.8867
H 17.0510 17.3337 23.7300
H 18.6427 18.1711 23.6853
H 19.3201 16.8024 21.6954
H 17.8033 16.0132 20.0992
H 16.3941 16.3402 21.0740
H 17.1031 12.6721 21.4698
H 17.2131 13.6237 19.9330
H 15.8152 13.7400 21.0063
H 18.2696 17.9752 20.1139
H 17.1962 18.6226 21.1883
C 18.3752 19.5348 13.8731
C 17.8441 19.6315 15.3032
C 18.7593 20.4070 16.2340
O 19.9850 19.7699 16.6480
C 19.9525 18.4693 17.2945
N 16.5841 20.2884 15.3193
H 17.6088 19.0827 13.2436
H 19.2599 18.8989 13.9066
H 18.5482 20.5076 13.4127
H 17.7605 18.6282 15.7209
H 18.2264 20.5677 17.1712
H 19.0609 21.3823 15.8520
H 20.9283 18.2791 17.7415
H 19.9157 17.7070 16.5162
H 19.1572 18.3564 18.0312
H 16.7848 21.2432 15.0583
H 16.2761 20.3327 16.2802
```

Atom charges from the Löwdin analysis, given in e for atoms 1 to 8: number 1, Zn, carries 0.750; number 2, O, carries 0.150; number 3, C, carries -0.384; number 4, O, carries 0.236; number 5, B, carries -0.925; number 6, O, carries 0.177; number 7, C, carries -0.319; number 8, O, carries 0.090